The following is a quantum chemistry calculation of a 6-piece molecular cluster, C40H43ClF5O2P overall, from OMol25.

Properties
Electronic energy in Ha: -3001.36760
Kohn-Sham gap in eV: 9.45
Structure (SMILES): CCP(C)[C@H]1COC(=O)[C@@H]1CCCCl.Fc1ccccc1.Fc1ccccc1.Fc1ccccc1.Fc1ccccc1.Fc1ccccc1
Max |F| in eV/A: 0.9
HOMO level in eV: -8.87

```
! wB97M-V def2-TZVPD RIJCOSX def2/J DEFGRID3
* xyz 0 1
Cl -7.07664 8.71228 -2.10992
P -1.67569 6.11782 1.29789
F 2.37411 -1.29294 -3.61603
F -4.43133 -0.35171 7.76669
F 3.30353 -5.08643 -0.72069
F 6.47276 -9.76201 -5.22783
F 0.52922 1.53597 1.73195
O -4.81849 4.07477 2.37960
O -6.69030 5.26093 2.02149
C 0.85579 0.27047 -0.22591
C -4.85401 1.25576 6.10581
C -3.40734 5.53786 1.09549
C -0.78720 4.79164 0.35879
C 8.29749 -8.92814 -4.00516
C -4.46763 6.31320 1.86691
C -4.51088 1.81658 4.88404
C 8.80297 -7.97574 -3.13144
C 2.80629 -5.96954 1.40851
C -2.69866 0.24901 4.66065
C -1.90403 0.01137 -0.45866
C -4.10379 0.19766 6.57886
C 4.00646 -7.26959 -0.24215
C -5.01754 7.60012 1.26455
C 6.97134 -8.84228 -4.37768
C 3.36965 -6.11480 0.15862
C -1.24595 8.86396 1.02445
C -3.43671 1.31362 4.16326
C 4.08740 -8.32618 0.65295
C -5.49906 5.21905 2.08783
C -3.50472 4.15237 1.80325
C 6.65590 -6.90418 -3.03495
C 2.88923 -7.03676 2.29173
C 2.78100 -4.02202 -5.93993
C 3.08226 -5.05340 -5.06126
C 7.98625 -6.96489 -2.64378
C 2.91165 -3.53985 -3.19687
C -6.09023 8.82007 -0.63527
C -1.50207 7.59571 0.19485
C 3.14479 -4.81395 -3.69425
C -1.06922 -0.57246 -1.40136
C 2.53720 -2.74520 -5.45820
C -1.36691 0.72231 0.60513
C 0.00490 0.83862 0.70003
C 3.52866 -8.21182 1.91856
C 6.13683 -7.84659 -3.91102
C 0.30881 -0.44278 -1.28386
C 2.61061 -2.53817 -4.09662
C -3.02971 -0.31930 5.88245
C -5.72490 7.44549 -0.08841
H 2.95558 -3.31135 -2.14323
H -0.21529 5.24187 -0.45294
H 2.31803 -5.04290 1.67780
H 1.92558 0.38880 -0.11664
H 2.29500 -1.92316 -6.11778
H 4.42964 -7.33057 -1.23578
H 9.84122 -8.02540 -2.83193
H -0.63447 7.41022 -0.44711
H 8.38417 -6.22664 -1.96102
H 8.91408 -9.72675 -4.39425
H -0.36604 8.73383 1.65947
H -2.97801 -0.08519 -0.54765
H -6.65030 6.87758 0.04046
H -2.09951 9.09624 1.66648
H 2.45148 -6.94770 3.27678
H -3.17472 1.75672 3.21256
H -2.46897 -1.14659 6.29545
H -2.77945 4.09764 2.62643
H 0.96188 -0.89628 -2.01451
H -1.05510 9.71220 0.35978
H 3.59102 -9.03736 2.61432
H 4.58923 -9.23803 0.35851
H -2.37755 7.73422 -0.44924
H -3.31792 3.32527 1.11701
H -1.51064 4.10435 -0.09475
H 3.26571 -6.04861 -5.44443
H -6.65730 9.38247 0.11216
H -4.19998 8.32593 1.14851
H -1.86111 -0.14154 4.09710
H -1.49130 -1.12823 -2.22776
H -5.07822 2.64901 4.49120
H 5.10442 -7.81602 -4.23364
H 3.37068 -5.62686 -3.02132
H -3.75805 5.38510 0.06730
H 6.01660 -6.11540 -2.65872
H 2.73382 -4.21035 -7.00404
H -5.09222 6.92458 -0.81348
H -5.68792 1.62573 6.68645
H -0.15704 4.20784 1.02929
H -4.08994 6.51145 2.88221
H -2.00007 1.17843 1.35454
H -5.19880 9.40886 -0.87096
H -5.72482 8.05066 1.97090
*
```